Computed, not measured: a molecular structure, C34H34ClGeMnN3P at a distorted geometry, with ωB97M-V/def2-TZVPD.

The geometry in XYZ format:
```
75
Properties=species:S:1:pos:R:3:forces:R:3
Mn -0.11098 0.16218 0.27239 -2.67 0.84 -0.06
Cl 2.02726 -0.32457 0.23231 2.24 -0.74 -0.70
C 2.70242 0.04778 1.80670 0.08 0.27 1.02
C 4.05952 0.22732 1.95708 0.02 -0.08 -0.35
C 4.54343 0.50340 3.23103 -0.06 0.00 0.09
C 3.68120 0.58240 4.31503 0.06 0.02 0.02
C 2.31496 0.39503 4.14464 0.00 -0.03 -0.05
C 1.81064 0.12322 2.87919 -0.21 -0.02 -0.42
P 0.06580 -0.23106 2.52060 0.23 -0.78 0.71
C 0.01146 -2.01029 2.18280 -0.18 0.20 -0.06
C -1.07573 -2.42740 1.40085 0.14 0.15 0.13
C -1.17521 -3.75255 1.00134 0.00 -0.03 -0.02
C -0.18572 -4.65187 1.37150 -0.10 0.00 -0.05
C 0.88839 -4.23819 2.15190 0.10 -0.01 0.04
C 0.99887 -2.91796 2.55998 -0.02 -0.02 -0.01
C -0.86619 0.12383 4.01386 -0.06 0.15 -0.31
C -1.07450 1.45108 4.39928 0.01 -0.13 -0.04
C -1.71007 1.71722 5.59902 -0.01 0.13 -0.02
C -2.13948 0.66947 6.40559 0.01 -0.04 -0.02
C -1.93409 -0.64734 6.01739 -0.05 -0.02 0.06
C -1.30249 -0.93043 4.81632 0.03 0.07 -0.08
H 4.73392 0.14503 1.11431 -0.02 0.01 0.00
H 5.60576 0.65213 3.36850 0.00 -0.02 0.01
H 4.07770 0.78281 5.30114 -0.02 0.01 0.00
H 1.64014 0.44424 4.98969 0.01 0.02 0.01
H -1.86938 -1.71823 1.18255 0.02 -0.15 -0.04
H -2.02628 -4.08676 0.42260 0.02 0.01 -0.02
H -0.26008 -5.68485 1.05889 0.03 0.00 0.02
H 1.64319 -4.95558 2.44603 0.00 0.01 0.01
H 1.83345 -2.60680 3.17623 0.02 0.00 -0.03
H -0.72353 2.25866 3.76600 0.00 0.07 0.08
H -1.86983 2.74031 5.91239 -0.01 -0.01 0.00
H -2.63816 0.88284 7.34138 0.01 0.00 0.01
H -2.26302 -1.45783 6.65376 -0.02 0.00 -0.01
H -1.14471 -1.95511 4.50746 -0.01 -0.03 0.04
N 0.90694 7.17144 -0.70349 -0.08 -0.51 0.11
C 0.51626 8.47876 -0.50898 -0.04 0.78 0.10
C 1.03397 9.68286 -0.89769 0.23 -0.47 -0.09
C 0.33169 10.83427 -0.48121 -0.05 0.11 0.05
C -0.82559 10.77578 0.32871 -0.29 -0.14 0.16
C -1.34143 9.57744 0.73057 -0.12 0.29 -0.01
C -0.65386 8.39445 0.31995 0.34 -0.45 -0.25
N -0.91471 7.11726 0.59691 -0.31 0.09 0.15
C 0.02516 6.39358 -0.02985 0.24 0.60 -0.21
C 0.03541 4.93884 0.03880 -0.06 -0.80 0.08
C 0.96524 4.12680 -0.60937 -0.07 0.37 0.02
C 0.86928 2.75542 -0.48553 0.05 -0.01 -0.09
N -0.07847 2.14157 0.24460 0.32 0.73 -0.29
C -0.98310 2.92431 0.86245 -0.05 -0.45 0.07
C -0.95960 4.29700 0.78556 0.07 0.45 -0.09
H 1.70225 6.87396 -1.24824 -0.02 -0.03 0.01
H 1.94603 9.76555 -1.47434 -0.07 0.06 -0.07
H 0.68956 11.80468 -0.80206 0.05 -0.02 0.02
H -1.31509 11.69396 0.62146 0.03 0.03 -0.06
H -2.25076 9.50600 1.31207 0.06 -0.03 0.07
H 1.75705 4.53429 -1.22348 0.02 -0.06 0.00
H 1.57941 2.13666 -1.01626 0.00 -0.09 0.06
H -1.75604 2.40820 1.41554 0.01 0.04 0.01
H -1.71246 4.88948 1.28630 -0.03 -0.07 0.05
C -4.70497 -0.17593 -1.66459 0.05 0.16 0.56
Ge -3.84660 0.10940 0.08756 0.07 -0.06 -0.36
C -4.35488 1.83162 0.89111 0.04 -0.28 -0.11
C -4.31554 -1.35812 1.30885 0.13 0.29 -0.12
C -1.88728 0.22901 -0.51022 -0.48 -0.46 0.38
H -5.78163 -0.17439 -1.48959 -0.02 -0.01 -0.13
H -4.42406 -1.13649 -2.09234 0.03 -0.01 0.01
H -4.45994 0.62185 -2.36347 -0.01 -0.01 -0.02
H -5.44215 1.81565 0.97930 0.00 0.08 0.03
H -4.08282 2.68308 0.26713 0.01 -0.02 -0.03
H -3.94766 1.96091 1.89511 0.00 -0.02 0.01
H -5.40201 -1.31380 1.40386 0.00 -0.02 0.02
H -3.88903 -1.23817 2.30487 0.01 -0.01 0.00
H -4.06101 -2.34111 0.91526 0.01 0.02 -0.02
H -1.93263 1.04717 -1.23565 0.25 0.05 0.02
H -1.66952 -0.72678 -1.04180 0.08 0.06 0.00
```
Positions in Å, forces in eV/Å.

Results
⟨S²⟩ ... 3.9512
LUMO energy (alpha / beta) ... -9.3 / -11.4 eV
Relative energy (zero: lowest compared OMol25 entry of this formula, charge and spin) ... 7.1 kcal per mole
Total charge ... +3
Kohn-Sham gap (alpha / beta) ... 0.2669 / 0.1837 Eh
HOMO (alpha / beta) ... -16.54 / -16.40 eV
2S+1 ... 4

Results of the Löwdin charge analysis, in e, for atoms 1 through 8: Mn 0.3400; Cl 0.8795; C -0.5525; C -0.0572; C -0.0206; C -0.0213; C -0.0357; C -0.3514

Computed, not measured: 2 unconnected molecules or ions with the total composition C4H7N2O3S at a distorted geometry, with ωB97M-V/def2-TZVPD.

The geometry in XYZ format:
```
17
Properties=species:S:1:pos:R:3:forces:R:3
C -0.25339 0.78601 -0.35224 -0.07 -2.51 0.53
C 0.49568 -0.26534 1.51474 1.79 1.04 0.04
C 1.08105 1.21323 -0.10627 0.49 1.21 0.52
C -1.83676 -0.67273 0.67012 -0.59 0.51 2.67
N 1.50073 0.57902 1.07344 -2.85 -2.01 -0.23
N -0.54042 -0.13962 0.47884 0.74 0.95 0.27
O -0.57032 -1.56871 -2.11195 0.66 -0.36 -0.93
O 1.47020 -0.40638 -2.71453 -0.79 -1.47 -0.72
O 0.36975 -0.88989 2.50152 -0.25 -0.72 0.58
S 0.56965 -1.51751 -3.00967 0.12 1.68 1.48
H -1.00872 0.99420 -1.04633 -0.44 0.99 -1.30
H 1.76293 1.05574 -0.86484 1.12 -0.20 -2.15
H 0.99392 2.23819 0.06204 0.15 2.34 0.09
H -1.91726 -0.68438 1.79148 -0.32 -0.57 -1.00
H -1.94004 -1.64169 0.24844 -0.27 -0.69 -0.41
H -2.51258 0.09769 0.35202 -0.73 -0.22 -0.55
H 2.33559 0.82218 1.51320 1.25 0.03 1.11
```
Positions in Å, forces in eV/Å.

Results
LUMO energy ... -5.3 eV
Relative energy (zero: lowest compared OMol25 entry of this formula, charge and spin) ... 0.0 kcal per mole
Total charge ... +1
Kohn-Sham gap ... 0.3551 Eh
HOMO ... -14.92 eV

Results of the Löwdin charge analysis, in e, for atoms 1 through 8: C 0.0608; C -0.4032; C -0.1240; C 0.0370; N 0.1707; N -0.0042; O -0.4399; O -0.4284

Computed, not measured: a molecular structure, C51H56As2Br2CdN2O5 at a distorted geometry, with ωB97M-V/def2-TZVPD.

The geometry in XYZ format:
```
119
Properties=species:S:1:pos:R:3:forces:R:3
Cd 0.62532 -1.47303 -2.11018 0.14 0.87 -0.25
C 1.02398 4.47871 5.94790 0.11 0.03 -0.03
C 2.15071 4.13885 4.95888 -0.09 0.01 0.09
C 2.77146 5.43792 4.42643 -0.04 -0.10 0.02
C 3.24008 3.36388 5.70740 -0.08 0.04 -0.07
C 1.55536 3.31742 3.82032 0.09 -0.10 0.05
C 1.67580 1.94287 3.76781 0.01 -0.20 0.01
C 1.09673 1.28854 2.69886 -0.12 -0.13 -0.05
Br 1.24194 -0.65012 2.64458 0.34 0.40 0.11
C 0.38113 1.84440 1.62470 0.06 -0.44 -0.30
O -0.03435 1.08147 0.65804 0.40 0.30 0.05
C 0.20485 3.26541 1.74281 0.00 0.17 -0.07
C 0.79257 3.92166 2.81238 0.03 -0.04 -0.02
C -0.68579 4.04183 0.76303 -0.12 -0.02 -0.02
C -0.64907 5.55508 1.00446 0.00 -0.18 0.06
C -0.30553 3.81125 -0.70413 0.02 -0.11 0.03
C -2.12587 3.55434 0.97572 0.21 0.09 -0.02
H 1.41766 5.05230 6.79017 -0.04 0.02 0.02
H 0.56798 3.56461 6.33158 -0.01 0.01 0.03
H 0.24485 5.06667 5.46023 -0.01 0.01 0.01
H 3.29281 5.95477 5.23368 -0.01 0.04 0.00
H 2.01396 6.11627 4.03409 0.03 0.02 -0.03
H 3.49019 5.22496 3.63337 0.02 0.03 -0.01
H 3.70311 4.01565 6.44920 0.00 -0.02 0.03
H 4.01922 3.01834 5.02549 0.02 -0.01 0.01
H 2.83065 2.50240 6.23677 0.02 -0.02 0.01
H 2.20216 1.36511 4.51416 0.05 0.10 0.06
H 0.64198 4.98792 2.88781 0.03 0.02 -0.03
H 0.37016 5.94260 0.95258 -0.01 0.06 0.00
H -1.08332 5.81731 1.97134 0.02 0.08 -0.01
H -1.23476 6.04477 0.22578 -0.03 0.02 0.01
H 0.60474 4.35273 -0.95982 0.15 -0.02 -0.05
H -1.09886 4.18590 -1.35353 0.01 0.08 -0.02
H -0.18043 2.75634 -0.92894 0.07 -0.09 0.00
H -2.43661 3.69183 2.01419 -0.02 -0.03 0.01
H -2.19648 2.49936 0.72993 0.13 0.39 0.06
H -2.80737 4.11532 0.33175 -0.05 -0.01 -0.03
C 2.49279 -3.74978 -0.05420 0.01 -0.04 0.06
C 1.35502 -3.92519 0.60121 0.00 -0.21 0.02
As -0.67741 -1.32701 1.20683 -0.78 0.30 -0.19
C -1.17261 -2.82121 2.40986 0.18 -0.05 0.12
C -0.73702 -3.05762 3.70848 0.08 0.03 0.02
C -1.19078 -4.16088 4.41961 0.00 -0.03 -0.02
C -2.09823 -5.03701 3.84627 0.00 0.00 0.04
C -2.55467 -4.80035 2.55838 -0.01 -0.04 -0.05
C -2.09281 -3.70459 1.84838 0.08 0.12 -0.16
C -2.22846 -0.26734 1.70659 -0.06 -0.21 -0.07
C -2.79855 0.45567 0.66301 -0.01 -0.43 -0.14
C -4.04478 1.04049 0.81043 -0.22 -0.26 0.02
C -4.71999 0.92134 2.01611 0.03 0.00 -0.08
C -4.14505 0.22181 3.06952 -0.01 0.07 0.10
C -2.90777 -0.38201 2.91633 0.05 -0.04 0.00
As 1.18649 -3.39276 -3.65008 -0.23 -0.49 -0.17
C -0.02750 -2.78407 -5.08330 0.08 -0.01 0.05
C 0.06173 -1.45719 -5.50738 0.04 -0.07 0.01
C -0.75904 -0.97185 -6.51338 0.04 0.03 -0.02
C -1.67978 -1.81000 -7.12591 -0.04 0.00 -0.05
C -1.74336 -3.14400 -6.75029 0.00 0.02 0.00
C -0.91511 -3.62824 -5.74744 0.05 -0.06 0.08
C 0.07791 -4.82682 -2.86222 0.02 -0.07 -0.12
C -1.31244 -4.77962 -2.80249 0.14 -0.09 -0.24
C -2.04095 -5.79438 -2.20342 0.02 -0.02 0.02
C -1.38779 -6.89630 -1.66610 -0.02 -0.01 0.01
C -0.00579 -6.97338 -1.74219 -0.03 -0.05 0.06
C 0.71734 -5.94596 -2.33201 0.16 0.14 -0.06
H 2.58129 -3.92487 -1.11961 0.00 0.03 0.00
H 3.39535 -3.42837 0.44708 0.04 0.06 -0.05
H 1.30375 -3.78504 1.67665 -0.03 0.01 -0.02
H 0.45516 -4.29342 0.11519 0.00 0.05 -0.02
H -0.03829 -2.39001 4.19434 0.00 0.01 -0.01
H -0.82134 -4.33535 5.42176 -0.03 0.01 0.02
H -2.44485 -5.89986 4.39927 -0.01 0.00 -0.01
H -3.26108 -5.47505 2.09271 -0.01 -0.01 0.02
H -2.45487 -3.53764 0.84012 0.00 -0.03 -0.02
H -2.24355 0.55045 -0.26234 -0.08 0.05 -0.04
H -4.47926 1.58716 -0.01694 -0.02 0.02 0.03
H -5.69763 1.36909 2.13889 0.00 0.02 0.00
H -4.67343 0.13608 4.01022 0.02 -0.01 0.01
H -2.48344 -0.95794 3.72820 -0.03 -0.01 0.02
H 0.78574 -0.78956 -5.04909 -0.04 0.01 0.03
H -0.67357 0.06690 -6.80892 -0.03 0.00 -0.03
H -2.33370 -1.43421 -7.90273 0.01 0.02 0.00
H -2.44123 -3.81251 -7.23927 0.01 -0.01 -0.01
H -0.96055 -4.67644 -5.47801 -0.06 0.01 0.02
H -1.83134 -3.93976 -3.24215 0.17 -0.24 -0.07
H -3.12154 -5.72455 -2.15515 -0.03 -0.01 -0.03
H -1.95495 -7.69501 -1.20498 0.01 -0.01 0.00
H 0.50764 -7.84142 -1.34839 0.04 0.03 0.02
H 1.79890 -6.00879 -2.38290 -0.01 -0.06 0.00
Br -3.12956 -2.51447 -1.70362 -0.35 0.60 0.22
C -2.88449 -0.98306 -2.81601 0.14 -0.15 0.23
C -3.95825 -0.51268 -3.54407 -0.04 0.05 -0.10
C -3.74638 0.62187 -4.31451 -0.03 -0.09 0.12
C -2.50703 1.23234 -4.28645 0.06 0.11 0.01
C -1.49570 0.67686 -3.51597 0.01 0.08 0.13
N -1.68388 -0.43638 -2.79436 0.00 0.09 0.04
C -0.12566 1.37610 -3.43425 -0.64 0.07 -0.25
O -0.04066 2.47145 -3.97468 0.13 -0.09 0.06
O 0.77121 0.74667 -2.80207 0.62 -0.65 0.60
H -4.91720 -1.00660 -3.50036 0.02 -0.04 -0.01
H -4.55706 1.02726 -4.90527 0.02 0.02 -0.03
H -2.29694 2.14135 -4.83061 0.05 -0.02 -0.01
O 4.83072 -1.69206 -0.48225 -0.04 0.02 0.10
C 3.95447 -0.95320 -0.90459 -0.13 0.35 -0.04
O 3.11891 -1.15055 -1.84783 -0.28 0.38 0.45
C 3.87766 0.47661 -0.22191 0.58 -0.80 -0.11
N 2.90295 1.29611 -0.98972 -0.87 -0.04 0.14
C 3.57996 2.52588 -1.45648 0.25 0.38 -0.23
C 5.02827 2.08210 -1.60072 -0.04 -0.06 0.19
C 5.21752 1.21067 -0.35581 0.03 0.07 -0.05
H 3.58354 0.35016 0.81575 -0.22 0.05 0.01
H 1.99261 1.46768 -0.51738 0.46 -0.13 -0.19
H 2.67450 0.68079 -1.79698 -0.24 0.03 -0.08
H 3.49886 3.28603 -0.67879 -0.13 0.00 -0.02
H 3.11999 2.87593 -2.37754 -0.15 0.00 0.06
H 5.71106 2.92873 -1.63384 -0.01 -0.01 -0.05
H 5.15883 1.48857 -2.50769 -0.02 0.02 -0.01
H 5.40882 1.83709 0.51820 -0.01 0.00 -0.01
H 6.02735 0.49146 -0.45361 -0.03 0.00 0.08
```
Positions in Å, forces in eV/Å.

Results
LUMO energy ... -1.0 eV
Relative energy (zero: lowest compared OMol25 entry of this formula, charge and spin) ... 62.8 kcal per mole
Total charge ... 0
Kohn-Sham gap ... 0.2293 Eh
HOMO ... -7.22 eV

Results of the Löwdin charge analysis, in e, for atoms 1 through 8: Cd 1.2329; C -0.0421; C -0.5603; C -0.0508; C -0.0655; C -0.1845; C -0.0838; C -0.4526

> Look up the total charge of the third one.

0